A 10-piece molecular cluster, C54H116F12N6O11 overall. Source: the Open Molecules 2025 dataset; level of theory: wB97M-V/def2-TZVPD.

The geometry in ORCA input format:
```
! RIJCOSX wB97M-V def2-TZVPD def2/J DEFGRID3
* xyz 2 1
C 4.4503 -6.7454 1.2958
C 3.4272 -6.0580 2.2531
C 2.3303 -5.2022 1.4892
C 1.2254 -4.7969 2.5048
N 0.2962 -3.5972 2.2160
C -0.3424 -3.6623 0.8362
C -1.5093 -4.6221 1.1003
C -1.8580 -4.5035 2.5665
C -0.8175 -3.6529 3.2297
C 1.2084 -2.3220 2.3888
H 5.1324 -7.4834 1.7573
H 5.1895 -5.9796 0.9188
H 3.9291 -7.2918 0.5858
H 3.9133 -5.4129 2.9828
H 2.8916 -6.8342 2.8418
H 1.9351 -5.7937 0.7242
H 2.7759 -4.2764 0.9964
H 1.6791 -4.6391 3.5153
H 0.5346 -5.6576 2.5367
H -0.7019 -2.6886 0.6483
H 0.3973 -3.9893 0.1159
H -2.3628 -4.3074 0.5558
H -1.1466 -5.6225 0.7757
H -2.7890 -3.9001 2.6024
H -2.0710 -5.4934 2.9196
H -1.0944 -2.5734 3.4371
H -0.4296 -4.0692 4.2004
H 0.5032 -1.4891 2.2289
H 1.9882 -2.3251 1.6378
H 1.5969 -2.2876 3.4013
C -3.0274 5.4334 4.9575
C -2.9529 3.8953 4.6870
C -3.4330 3.0346 5.8299
C -2.3665 3.0013 6.9674
N -2.5998 2.2423 8.2194
C -3.4648 3.1306 9.1321
C -2.5571 3.4988 10.2899
C -1.6312 2.2977 10.4198
C -1.3515 1.9332 8.9898
C -3.2840 0.9059 8.0517
H -2.5684 6.0076 4.1133
H -2.3609 5.7517 5.8214
H -4.0512 5.8022 5.0535
H -1.9534 3.6936 4.3723
H -3.5925 3.6601 3.8658
H -3.5128 2.0370 5.4859
H -4.4502 3.3679 5.9906
H -2.1287 3.9967 7.3016
H -1.5307 2.4499 6.4322
H -4.2778 2.5988 9.5511
H -3.8944 3.9666 8.5920
H -3.2494 3.7046 11.0711
H -1.9384 4.3907 10.0970
H -2.0342 1.4995 11.0068
H -0.7573 2.4780 11.0363
H -0.9471 0.9066 8.7320
H -0.6012 2.6170 8.6212
H -3.1903 0.4140 8.9652
H -2.8968 0.2960 7.2653
H -4.3382 1.0308 7.7358
C 6.8518 1.9502 -5.9596
C 7.2685 0.6630 -5.2646
C 6.7548 -0.5453 -6.0039
C 5.1967 -0.8183 -5.9937
N 4.7676 -2.2246 -6.3392
C 5.0042 -2.5473 -7.7870
C 3.6930 -2.4086 -8.5515
C 2.7243 -2.8571 -7.5002
C 3.2377 -2.1763 -6.2381
C 5.3624 -3.1977 -5.4263
H 6.7852 1.7976 -7.0352
H 7.4542 2.8319 -5.7238
H 5.7941 2.1994 -5.7292
H 6.9903 0.7028 -4.2351
H 8.3220 0.4756 -5.2080
H 7.1657 -1.4195 -5.5378
H 7.1413 -0.4787 -7.0153
H 4.7068 -0.1521 -6.7164
H 4.8350 -0.6301 -4.9687
H 5.2116 -3.6475 -7.8082
H 5.8848 -2.0780 -8.2834
H 3.7007 -3.0680 -9.4848
H 3.4755 -1.4368 -9.0389
H 2.7564 -3.9140 -7.4039
H 1.7259 -2.4952 -7.6924
H 2.9298 -2.6232 -5.2750
H 3.0313 -1.1064 -6.3253
H 5.3171 -2.7906 -4.4186
H 6.3785 -3.5314 -5.6746
H 4.7923 -4.1210 -5.4877
C 0.1271 -0.8750 -3.3733
C 0.2189 0.1340 -2.2928
O -0.3881 1.1699 -2.3282
N 1.0121 -0.1386 -1.2390
H -0.0142 2.4858 -1.5778
H 1.5564 -1.1182 -1.2236
C 1.1940 0.7636 -0.1394
H -0.1944 -0.3669 -4.2194
H -0.6656 -1.6405 -3.1580
H 1.0702 -1.4184 -3.6105
H 0.2485 0.9928 0.4448
H 1.6784 1.7224 -0.4181
H 1.9076 0.3603 0.5421
C -3.1690 4.6653 -0.3802
C -3.5359 3.6945 -1.5033
C -3.7840 4.4048 -2.8815
O -3.9837 3.3110 -3.7830
C -4.3294 3.7448 -5.0917
N -2.5129 2.6286 -1.6614
H -2.7519 1.7040 -1.2497
H -2.3414 2.3343 -2.5975
H -1.6152 3.0054 -1.3596
H -2.8211 4.1329 0.5062
H -4.1043 5.1721 -0.0527
H -2.4001 5.4105 -0.7433
H -4.4786 3.2703 -1.1897
H -2.9217 5.0572 -3.2873
H -4.6793 5.1078 -2.7329
H -5.3683 4.2246 -5.0588
H -4.2610 2.8926 -5.7584
H -3.5751 4.4534 -5.5046
C -4.2455 -0.7080 -5.8773
C -4.2602 -0.7427 -4.3443
C -3.7214 -2.0839 -3.9000
O -3.4423 -2.1279 -2.5046
C -2.5850 -3.1933 -2.1014
N -3.4371 0.3682 -3.8046
H -4.0506 1.1305 -3.5570
H -3.2609 -0.4030 -1.7105
H -2.8571 0.8557 -4.5328
H -4.7464 0.1889 -6.2157
H -4.7338 -1.5101 -6.4009
H -3.2470 -0.6150 -6.3191
H -5.3060 -0.5671 -4.0236
H -2.7812 -2.1550 -4.5003
H -4.3772 -2.9372 -4.0994
H -3.0234 -4.1772 -2.2919
H -2.3928 -2.9701 -1.0752
H -1.5765 -3.1923 -2.6181
C -4.1730 -0.2409 0.0049
O -5.0365 0.8635 -0.3517
O -3.0401 -0.0977 -0.8047
C -3.6158 -0.1061 1.4463
F -3.0471 -1.3010 1.7314
F -2.7215 0.8485 1.4466
F -4.4972 0.1598 2.3915
C -6.3462 0.8880 0.2955
C -7.3409 0.0564 -0.4533
H -7.0495 -0.9690 -0.4839
H -8.2688 0.1415 0.0222
H -7.3580 0.4208 -1.5023
H -6.6053 2.0301 0.2305
H -6.3635 0.6886 1.3438
H -4.7226 -1.1978 -0.0737
C 3.0475 -3.0331 -1.7753
O 3.6845 -2.1699 -2.7578
O 2.0089 -2.5910 -1.1258
C 2.7253 -4.3036 -2.6034
F 1.8521 -4.1977 -3.6827
F 3.8768 -4.7724 -3.1105
F 2.2820 -5.3198 -1.8446
C 4.3889 -1.0576 -2.1236
C 5.8873 -1.2904 -2.0413
H 6.3290 -1.2819 -3.0634
H 6.3200 -0.4590 -1.5311
H 6.2358 -2.2339 -1.6414
H 3.9705 -0.8933 -1.1377
H 4.2217 -0.1614 -2.7396
H 3.8492 -3.2582 -1.0501
C 1.0424 4.1001 -2.1945
O 1.5687 5.1262 -1.3857
O 0.0445 3.4587 -1.4951
C 0.3099 4.7321 -3.4078
F -0.6556 5.5163 -2.9651
F 1.0942 5.3594 -4.2409
F -0.2614 3.6879 -4.0212
C 2.2130 4.6447 -0.1770
C 3.3977 5.7604 -0.0269
H 4.0857 5.6778 -0.8493
H 2.8859 6.7186 -0.0644
H 4.0651 5.7617 0.8756
H 2.6300 3.6532 -0.2673
H 1.4875 4.6723 0.5779
H 1.9345 3.4283 -2.4280
C -0.5110 0.1557 5.4345
O 0.1765 0.9706 6.4177
O -1.8145 0.2159 5.4206
C 0.0155 0.6481 4.0389
F 1.2896 0.3138 3.5705
F -0.7702 0.0066 3.0636
F 0.0349 1.9763 3.9382
C 1.3253 0.4478 6.9797
C 1.1538 -0.3463 8.2987
H 2.2095 -0.5753 8.5476
H 0.8278 0.1860 9.2481
H 0.4946 -1.2401 8.1819
H 2.0612 1.3019 7.0378
H 1.6816 -0.2774 6.2245
H -0.1825 -0.8072 5.6605
*
```

Computed properties:
lowest unoccupied orbital energy: -3.087 eV
HOMO level: -10.82 eV



A 3-piece molecular cluster, C5H8O overall. Source: the Open Molecules 2025 dataset; level of theory: wB97M-V/def2-TZVPD.

The geometry in ORCA input format:
```
! RIJCOSX wB97M-V def2-TZVPD def2/J DEFGRID3
* xyz 0 1
C -1.0988 -0.8814 -0.5136
C -0.7313 0.5451 -0.8904
C -0.2999 1.5605 0.1294
C 0.6339 1.1261 -0.6542
C 2.2585 -1.2137 0.5935
O 2.4140 -1.6326 -0.4506
H -0.6090 -1.1828 0.4180
H -2.1809 -0.9810 -0.3665
H -0.8069 -1.5933 -1.2952
H -1.2850 0.9130 -1.7615
H 0.0271 0.2086 2.4584
H -0.6100 2.2002 0.9435
H 1.6645 1.1546 -0.9774
H 0.6238 -0.2233 2.3666
*
```

Computed properties:
lowest unoccupied orbital energy: 1.095 eV
HOMO level: -9.43 eV



A 2-piece molecular cluster, C4H16N3S overall. Source: the Open Molecules 2025 dataset; level of theory: wB97M-V/def2-TZVPD.

The geometry in ORCA input format:
```
! RIJCOSX wB97M-V def2-TZVPD def2/J DEFGRID3
* xyz 1 1
C 1.6231 0.9516 0.8198
C 1.1899 2.2240 0.1005
S 2.5235 3.1280 -0.6839
N 0.5045 0.2880 1.5376
H 2.3900 1.2821 1.5396
H 2.0812 0.2852 0.0817
H 0.7559 2.9282 0.8682
H 0.3869 2.0418 -0.6196
H 2.7836 2.1096 -1.5256
H 0.9128 -0.3324 2.2302
H -0.4554 -0.3255 0.3732
H -0.0063 0.9993 2.0771
C -2.5112 -0.7470 0.1310
N -1.1835 -0.4886 -0.4637
C -0.6753 -1.6225 -1.3641
N 0.2705 -2.4768 -0.7251
H -2.7980 0.0885 0.7662
H -3.2631 -0.8899 -0.6492
H -2.5132 -1.6400 0.7494
H -1.2309 0.3818 -0.9724
H -0.2221 -1.1575 -2.2566
H -1.5507 -2.1664 -1.6825
H 1.1212 -1.9862 -0.4499
H -0.1332 -2.8753 0.1179
*
```

Computed properties:
lowest unoccupied orbital energy: -2.934 eV
HOMO level: -12.44 eV



One molecule with the formula C25H27N5O3S2. Source: the Open Molecules 2025 dataset; level of theory: wB97M-V/def2-TZVPD.

The geometry in ORCA input format:
```
! RIJCOSX wB97M-V def2-TZVPD def2/J DEFGRID3
* xyz 0 1
C 1.9428 4.5400 -1.5907
C 2.0574 3.2269 -0.8311
O 1.4008 2.1625 -1.5232
C 0.0736 2.0504 -1.3536
O -0.5832 2.8290 -0.6972
C -0.4817 0.8861 -2.0451
C 0.2409 -0.2234 -2.4325
N 1.5711 -0.4730 -2.1808
C 2.1126 -1.7019 -2.3883
O 1.5153 -2.5799 -2.9794
C 3.4538 -1.9075 -1.7281
S 3.0832 -2.5938 -0.0679
C 2.3164 -1.1826 0.6159
N 2.6776 0.0561 0.4065
N 1.8324 0.8410 1.0911
C 0.9681 0.0805 1.7120
C -0.1038 0.5622 2.5478
C -0.9575 1.5862 2.2273
N -1.8393 1.7830 3.2438
C -1.5649 0.9119 4.2599
C -2.1714 0.7533 5.4992
C -1.6529 -0.2015 6.3470
C -0.5464 -0.9719 5.9802
C 0.0583 -0.8226 4.7522
C -0.4636 0.1163 3.8615
N 1.2318 -1.2392 1.4401
C 0.4055 -2.3938 1.6858
C -0.5215 -2.6440 0.4979
S -0.7364 -1.4314 -3.1807
C -2.1467 -0.4263 -2.9902
C -1.8686 0.7498 -2.3728
C -2.9259 1.7683 -2.0859
C -4.1767 1.4941 -2.9189
C -4.5680 0.0215 -2.8248
C -3.4912 -0.8491 -3.4741
H 2.3362 4.4302 -2.5989
H 0.9011 4.8459 -1.6498
H 2.5065 5.3092 -1.0710
H 1.6210 3.3113 0.1677
H 3.0949 2.9018 -0.7438
H 2.0720 0.2500 -1.6660
H 4.0273 -2.6772 -2.2399
H 4.0248 -0.9916 -1.5974
H -0.9943 2.1708 1.3283
H -2.5640 2.4807 3.2518
H -3.0132 1.3648 5.7885
H -2.0988 -0.3509 7.3187
H -0.1564 -1.6944 6.6816
H 0.9306 -1.4059 4.4946
H 1.0579 -3.2560 1.8481
H -0.1816 -2.2091 2.5869
H 0.0485 -2.8814 -0.3978
H -1.1790 -3.4801 0.7169
H -1.1293 -1.7620 0.3019
H -3.1691 1.7299 -1.0199
H -2.5395 2.7689 -2.2845
H -3.9805 1.7454 -3.9632
H -4.9955 2.1246 -2.5685
H -4.6748 -0.2552 -1.7740
H -5.5257 -0.1494 -3.3190
H -3.5351 -0.7403 -4.5629
H -3.6582 -1.9044 -3.2477
*
```

Computed properties:
lowest unoccupied orbital energy: 0.552 eV
HOMO level: -7.86 eV



| no. | Kohn-Sham gap (eV) |
| --- | --- |
| 1 | 7.731 |
| 2 | 10.526 |
| 3 | 9.501 |
| 4 | 8.412 |